1.
Here is a cluster of 13 separate species, C51H129FO33P6S6 in total in a non-equilibrium geometry from the OMol25 dataset. Energies are from the ωB97M-V functional and the def2-TZVPD basis.

Results
Lowest unoccupied orbital energy in eV: 0.2
Spin multiplicity: 1
HOMO in eV: -8.595
Net charge: 0
Frontier orbital gap in eV: 8.77

Positions of all 226 atoms, in Å:
C  23.0082  25.1789  12.9687
C  21.8496  25.1635  13.9198
O  20.6783  24.9153  13.0111
P  19.6666  23.7742  13.5169
O  20.2954  22.6673  14.2470
O  18.9556  23.4856  12.0407
C  19.7566  23.0343  10.9862
C  18.9617  22.0747  10.0541
O  18.5419  24.4788  14.3188
C  18.0287  25.8256  13.8727
C  16.7122  25.7143  13.1356
H  23.0307  26.0539  12.3444
H  23.9031  25.1315  13.6050
H  22.9798  24.1942  12.4882
H  21.8563  24.3072  14.6189
H  21.5721  26.1341  14.3174
H  20.1040  23.8407  10.3370
H  20.6507  22.5946  11.2954
H  19.4408  21.0859  10.0927
H  17.9146  21.9346  10.4763
H  18.9197  22.3349  8.9950
H  17.8126  26.3000  14.8372
H  18.8546  26.3037  13.3145
H  16.9804  25.3234  12.1763
H  16.0669  24.9521  13.6387
H  16.3054  26.7186  13.1437
C  10.7276  12.3740  23.7680
C  10.7795  13.6996  23.0200
O  12.0970  13.6940  22.4898
P  13.2457  14.5691  23.1956
O  12.8542  15.3335  24.3640
O  14.4747  13.5422  23.3101
C  15.1128  12.8350  24.3375
C  15.9573  13.7821  25.1500
O  13.8224  15.4068  21.9846
C  13.2100  16.6488  21.5985
C  14.2854  17.6370  21.1729
H  11.4519  12.4380  24.6060
H  9.6873  12.2853  24.1664
H  10.8747  11.5186  23.1362
H  10.0681  13.7855  22.2167
H  10.6678  14.4780  23.7381
H  14.3693  12.2796  24.8820
H  15.6489  12.0334  23.8884
H  16.7745  14.0990  24.5749
H  15.3527  14.5696  25.5479
H  16.3460  13.3107  26.0958
H  12.5562  16.5601  20.7928
H  12.6554  17.0149  22.4691
H  14.8798  17.0951  20.4106
H  13.8421  18.4301  20.5902
H  14.8993  17.9741  22.0221
C  11.7220  26.9146  16.6976
C  11.5356  25.5245  17.2833
O  12.4089  25.1470  18.3417
P  11.8974  24.2695  19.5564
O  12.9801  23.7435  20.3996
O  10.7369  25.1544  20.2504
C  11.0604  25.7178  21.5851
C  10.0181  26.7809  22.0052
O  10.9490  23.1497  18.9538
C  11.5825  22.0456  18.1885
C  10.5044  21.2668  17.3667
H  12.5568  27.0462  15.9987
H  10.8315  27.2446  16.1398
H  11.8058  27.5754  17.5696
H  10.5416  25.6166  17.7787
H  11.4468  24.6850  16.5423
H  11.1558  24.8692  22.2553
H  12.0827  26.1366  21.6164
H  10.2454  27.0224  23.0795
H  10.0546  27.7277  21.4674
H  8.9953  26.4206  21.9502
H  12.4405  22.4391  17.5730
H  12.0124  21.2795  18.8591
H  10.1017  20.4024  17.9776
H  9.7043  21.8791  16.9418
H  11.0986  20.7923  16.5936
C  15.7045  31.9621  12.0421
C  15.1424  31.3488  13.2393
O  16.1601  30.7195  13.9555
P  16.1584  29.6209  15.0008
O  15.4121  28.3573  14.8140
O  17.7676  29.4007  15.1271
C  18.6139  30.4683  15.5643
C  19.9876  30.2979  15.0225
O  15.9261  30.4342  16.3496
C  14.8376  30.1472  17.2631
C  13.5037  30.7885  16.7779
H  16.0835  31.1624  11.3758
H  14.8500  32.4855  11.6192
H  16.4140  32.7113  12.3689
H  14.5025  32.0163  13.8234
H  14.4725  30.5140  12.8633
H  18.2596  31.4222  15.2816
H  18.5506  30.4917  16.6304
H  20.0875  30.1369  13.9321
H  20.5826  31.1938  15.2781
H  20.4224  29.4411  15.5445
H  14.7472  29.0185  17.4136
H  15.1120  30.5069  18.2530
H  13.2634  30.3124  15.8535
H  12.7002  30.7805  17.5468
H  13.6389  31.8341  16.5249
C  15.1394  25.8682  17.2178
C  15.0845  24.5473  16.4966
O  15.6083  23.4190  17.2362
P  15.4898  21.9588  16.6583
O  14.2101  21.6285  16.0786
O  15.8812  20.9684  17.8186
C  15.2853  21.2130  19.1553
C  16.1535  20.4805  20.1526
O  16.8034  21.7799  15.7469
C  16.8585  20.9681  14.5015
C  16.3578  21.7507  13.2969
H  16.1849  26.0635  17.3798
H  14.8002  26.6481  16.5637
H  14.5560  25.8842  18.1495
H  14.0750  24.2718  16.1837
H  15.7578  24.5775  15.6470
H  15.2684  22.2800  19.3347
H  14.3357  20.7024  19.1697
H  16.2526  19.4707  19.8619
H  17.1012  20.9524  20.3339
H  15.5164  20.3492  21.0520
H  17.8981  20.7853  14.1888
H  16.3543  19.9919  14.5851
H  16.2438  21.1661  12.3788
H  15.3652  22.1365  13.5346
H  16.9472  22.5888  13.0366
C  11.7171  20.3172  22.2229
C  12.5004  21.4778  22.7792
O  13.9006  21.1400  22.9111
P  14.4370  20.6037  24.3081
O  13.5278  20.8676  25.4788
O  14.7006  19.0437  24.0687
C  14.8679  18.1208  25.2265
C  16.3123  17.9484  25.5569
O  15.9176  21.2753  24.4332
C  16.8156  21.0130  23.3136
C  18.0464  21.8873  23.4549
H  12.2390  19.9603  21.3433
H  11.5454  19.5170  22.9755
H  10.7148  20.7304  22.0145
H  12.4638  22.2768  22.0647
H  11.9886  21.9140  23.6453
H  14.2572  18.5748  26.0170
H  14.3968  17.2162  24.9966
H  16.8245  17.6338  24.6689
H  16.8096  18.7652  26.0165
H  16.3538  17.0424  26.1405
H  17.1171  19.9251  23.2595
H  16.2355  21.2477  22.4238
H  18.5601  21.6751  24.3434
H  18.7303  21.6873  22.6579
H  17.6725  22.8923  23.4603
C  11.0880  24.3911  12.3237
S  11.9693  23.9726  13.9031
O  10.9281  23.4586  14.8349
C  12.7071  22.5602  13.2019
H  10.5217  23.4638  12.1608
H  11.8807  24.5134  11.5718
H  10.4287  25.2329  12.4757
H  13.4531  22.8176  12.4721
H  11.9096  21.8864  12.7478
H  13.1902  21.9752  13.9576
C  18.7598  16.8037  22.2379
S  18.7138  15.0392  21.7322
O  19.1784  14.2832  22.9793
C  16.9062  14.9332  21.7050
H  19.8119  17.0261  22.3577
H  18.2959  16.9257  23.2019
H  18.2542  17.4484  21.5464
H  16.6327  15.3094  20.6836
H  16.4691  15.5627  22.5318
H  16.6485  13.9293  21.9105
C  12.8741  17.3197  12.1955
S  13.5793  18.4794  13.3344
O  14.1783  19.4547  12.4614
C  12.1188  19.0738  14.1125
H  12.5364  16.4465  12.7620
H  13.7215  17.0850  11.5765
H  12.1035  17.8139  11.6046
H  12.4485  19.8376  14.8120
H  11.5126  18.2946  14.4992
H  11.5855  19.6115  13.3265
C  17.9316  18.5313  16.8500
S  18.1645  18.0366  18.6027
O  16.8848  17.5173  19.2041
C  19.1869  16.5871  18.4795
H  17.3996  17.7678  16.2070
H  18.9507  18.6550  16.6665
H  17.4156  19.5106  16.8625
H  20.0543  16.8078  17.8277
H  18.6457  15.8022  18.0391
H  19.4543  16.3694  19.5437
C  14.5571  17.3461  17.3034
S  12.8526  16.7785  17.4345
O  12.8054  15.9447  18.6798
C  12.1160  18.3740  18.0279
H  14.8253  18.0608  18.0471
H  14.6097  17.8887  16.3428
H  15.2486  16.4598  17.2786
H  11.0307  18.2792  18.0465
H  12.4664  19.0392  17.2372
H  12.5899  18.4731  18.9662
C  19.5425  21.9289  17.5098
S  18.5372  22.7226  18.7642
O  19.3271  22.4673  19.9872
C  18.9149  24.4201  18.3096
H  19.3468  22.2473  16.4655
H  19.3555  20.8289  17.6521
H  20.5244  22.1645  17.8643
H  19.9626  24.4422  18.0795
H  18.6627  25.0564  19.1579
H  18.2333  24.6537  17.5010
C  16.3482  24.5131  21.1349
C  15.2267  24.6804  22.1895
O  14.6239  25.8947  21.8769
C  15.2254  26.4913  20.8306
O  14.8545  27.4397  20.2147
O  16.3389  25.7956  20.4446
F  15.8813  24.7579  23.4757
H  16.1228  23.7041  20.4766
H  17.3521  24.4756  21.6710
H  14.5523  23.8912  22.2494

---

2.
Here is a cluster of 2 separate species, C11H18O in total in a non-equilibrium geometry from the OMol25 dataset. Energies are from the ωB97M-V functional and the def2-TZVPD basis.

Results
Lowest unoccupied orbital energy (alpha / beta) in eV: -3.5 / -7.6
Spin multiplicity: 2
Energy above the lowest of the compared OMol25 structures with the same formula, charge and spin in kJ/mol: 244.4
HOMO (alpha / beta) in eV: -13.356 / -13.357
Net charge: +1
Frontier orbital gap (alpha / beta) in eV: 9.81 / 5.80
⟨S²⟩: 0.7668

Positions of all 30 atoms, in Å:
C  -1.9977  -1.5232  1.2448
C  -3.0451  -1.6625  2.4498
C  -1.9478  -0.1762  0.6338
C  -0.8061  0.6650  0.7899
C  -2.9307  0.3228  -0.2385
C  -0.4857  1.7926  0.0053
C  -2.6183  1.3899  -1.0459
C  -1.4620  2.1055  -0.9344
O  -1.4603  3.1637  -1.7470
H  -1.0353  -1.8437  1.6793
H  -2.0684  -2.3339  0.4512
H  -3.0994  -2.6587  2.5993
H  -0.0127  0.3916  1.5744
H  -3.8871  -0.2768  -0.2049
H  0.3442  2.5979  0.0404
H  -3.5115  1.5229  -1.7601
H  -0.7562  3.8594  -1.6733
H  -3.9980  -1.3519  2.0189
H  -2.6540  -1.3002  3.3079
C  3.0179  -0.3235  -0.5143
C  3.7449  -1.6883  -0.5148
C  3.3857  0.7131  -1.4943
H  3.1004  0.1154  0.4490
H  1.9971  -0.7849  -0.5615
H  3.1605  -2.4026  -1.0620
H  4.6945  -1.5272  -0.8361
H  4.3694  1.1047  -1.2748
H  2.6572  1.6063  -1.2849
H  3.9041  -1.8592  0.3860
H  3.4003  0.3618  -2.4833

---

3.
Here is a cluster of 2 separate species, C4H10N2O in total in a non-equilibrium geometry from the OMol25 dataset. Energies are from the ωB97M-V functional and the def2-TZVPD basis.

Results
Lowest unoccupied orbital energy in eV: -2.4
Spin multiplicity: 1
Energy above the lowest of the compared OMol25 structures with the same formula, charge and spin in kJ/mol: 646.2
HOMO in eV: -6.977
Net charge: 0
Frontier orbital gap in eV: 4.55

Positions of all 17 atoms, in Å:
N  1.2527  1.5027  0.8119
C  0.2970  1.7495  -0.2710
C  -0.6820  0.5852  -0.5196
N  -0.0837  -0.7180  -0.5914
C  -0.3691  -1.7741  0.0720
C  -0.3939  -1.8991  1.5394
O  -0.2999  -0.9690  2.2956
H  0.8204  0.9334  1.5290
H  2.1175  1.0910  0.5003
H  -0.2765  2.6021  0.0692
H  0.8150  2.0037  -1.1820
H  -1.4488  0.5826  0.2664
H  -1.2041  0.7565  -1.4726
H  0.1111  -0.8739  -1.6064
H  0.1006  0.0426  -2.8703
H  -0.2540  -2.7013  -0.4949
H  -0.5023  -2.9140  1.9245

---

4.
Here is a cluster of 10 separate species, H20O10 in total from the OMol25 dataset. Energies are from the ωB97M-V functional and the def2-TZVPD basis.

Results
Lowest unoccupied orbital energy in eV: -0.3
Spin multiplicity: 1
Energy above the lowest of the compared OMol25 structures with the same formula, charge and spin in kJ/mol: 227.6
HOMO in eV: -10.083
Net charge: 0
Frontier orbital gap in eV: 9.74
SMILES string: O.O.O.O.O.O.O.O.O.O

Positions of all 30 atoms, in Å:
O  -4.2029  0.0558  -1.7767
H  -3.6687  0.5279  -1.1380
H  -4.9606  -0.2489  -1.2775
O  -2.9590  1.6549  0.2781
H  -2.0233  1.7757  0.1165
H  -3.1041  2.0358  1.1442
O  2.3171  1.4731  2.0260
H  1.6206  0.8206  1.9525
H  2.6955  1.5201  1.1480
O  -1.2351  -1.1746  -2.4162
H  -2.0356  -1.0902  -2.9342
H  -0.5659  -0.7270  -2.9339
O  2.0026  -1.8610  0.0366
H  1.9092  -2.5583  -0.6125
H  2.0166  -2.3169  0.8782
O  0.7065  -0.5981  3.0451
H  -0.1261  -0.8475  2.6443
H  0.9316  -1.3370  3.6104
O  -0.2634  0.7019  -0.2879
H  -0.9344  0.0659  -0.5359
H  0.4194  0.1790  0.1322
O  3.2694  0.7292  -0.4627
H  3.2303  -0.1721  -0.1428
H  4.1891  0.9774  -0.3692
O  1.2863  2.5723  -1.5794
H  2.1669  2.1973  -1.5845
H  0.7783  1.9842  -1.0206
O  -1.2573  -1.8105  0.9105
H  -0.3953  -2.2213  0.8438
H  -1.8077  -2.3079  0.3056

---

5.
Here is a cluster of 2 separate species, C2H8BN in total in a non-equilibrium geometry from the OMol25 dataset. Energies are from the ωB97M-V functional and the def2-TZVPD basis.

Results
Lowest unoccupied orbital energy (alpha / beta) in eV: 0.5 / 0.2
Spin multiplicity: 1
Energy above the lowest of the compared OMol25 structures with the same formula, charge and spin in kJ/mol: 548.0
HOMO (alpha / beta) in eV: -8.387 / -7.404
Net charge: 0
Frontier orbital gap (alpha / beta) in eV: 8.92 / 7.62

Positions of all 12 atoms, in Å:
B  0.4159  -1.4741  -0.1243
C  -1.4420  -0.0416  0.0857
C  0.8041  1.0049  -0.0178
N  0.0004  -0.2107  -0.0906
H  -0.0986  -2.4333  -0.4646
H  2.8437  -0.8875  0.4183
H  -1.9857  0.4531  -0.7245
H  -2.0125  -0.9306  0.1989
H  -1.7133  0.6684  0.8143
H  0.2822  1.7898  0.4993
H  1.6772  0.8373  0.5217
H  1.2285  1.2242  -1.1166

---

6.
Here is a structure of composition C28H48AsN3O10OsS2Si in a non-equilibrium geometry from the OMol25 dataset. Energies are from the ωB97M-V functional and the def2-TZVPD basis.

Results
Lowest unoccupied orbital energy (alpha / beta) in eV: 0.1 / -2.0
Spin multiplicity: 5
Energy above the lowest of the compared OMol25 structures with the same formula, charge and spin in kJ/mol: 21.3
HOMO (alpha / beta) in eV: -8.032 / -8.028
Net charge: 0
Frontier orbital gap (alpha / beta) in eV: 8.13 / 6.03
⟨S²⟩: 6.0297

Positions of all 94 atoms, in Å:
Os  -0.8388  0.0721  -0.6677
O  -3.5047  3.6374  0.6719
As  -2.8894  2.0740  1.4621
O  -2.5016  2.5815  2.9447
O  -1.6798  1.7409  0.3505
C  -4.5819  1.1386  1.1583
C  -5.7607  1.8590  1.0141
C  -6.9481  1.1874  0.7592
C  -6.9716  -0.1955  0.6310
C  -5.8045  -0.9257  0.7867
C  -4.6303  -0.2479  1.0641
S  -3.1064  -1.1137  1.2600
O  -2.3142  -0.3068  2.1608
O  -3.3688  -2.4670  1.6411
O  -2.5224  -1.0411  -0.1359
H  -3.2085  4.3327  1.2743
H  -5.7334  2.9371  1.0876
H  -7.8662  1.7520  0.6618
H  -7.9046  -0.7000  0.4193
H  -5.7873  -2.0053  0.7129
C  2.9517  0.6465  4.3021
C  1.5817  0.8008  3.6463
C  1.2100  2.2697  3.4933
C  0.5388  0.0562  4.4606
O  1.6403  0.1690  2.3393
Si  2.4091  0.4792  0.9694
S  1.1020  1.1957  -0.6498
O  3.5449  1.5979  1.2228
C  4.3993  2.4498  0.4355
C  3.7647  3.8364  0.4225
C  4.5747  1.9225  -0.9858
C  5.7426  2.4702  1.1553
O  2.9585  -0.8801  0.2800
C  3.7721  -1.9672  0.7536
C  2.8406  -3.0044  1.3725
C  4.7895  -1.4685  1.7747
C  4.4973  -2.5326  -0.4612
H  2.9237  1.0501  5.3141
H  3.7125  1.1784  3.7268
H  3.2197  -0.4098  4.3621
H  1.2440  2.7628  4.4647
H  0.1974  2.3647  3.0948
H  1.9134  2.7650  2.8215
H  0.5098  0.4485  5.4776
H  0.7774  -1.0088  4.4952
H  -0.4399  0.1740  4.0166
H  2.7442  3.7662  0.0427
H  4.3386  4.5087  -0.2161
H  3.7357  4.2500  1.4311
H  3.6260  1.9332  -1.5195
H  4.9464  0.8964  -0.9663
H  5.2887  2.5465  -1.5225
H  5.5987  2.7482  2.1998
H  6.4176  3.1883  0.6886
H  6.2040  1.4827  1.1210
H  2.3006  -2.5511  2.2054
H  3.4051  -3.8667  1.7279
H  2.1100  -3.3364  0.6330
H  4.2796  -1.0401  2.6375
H  5.4125  -0.6914  1.3296
H  5.4277  -2.2869  2.1068
H  3.7835  -2.8569  -1.2184
H  5.1056  -3.3873  -0.1639
H  5.1479  -1.7745  -0.9000
N  -3.6884  2.1232  -1.9263
C  -2.3614  2.3518  -2.1134
N  -1.9472  3.6241  -1.9474
O  -1.5910  1.4579  -2.5362
H  -4.1847  2.7385  -1.2977
H  -3.9669  1.1557  -1.9308
H  -2.4729  4.1821  -1.2881
H  -0.9479  3.7372  -1.9130
C  -3.4844  -3.6095  -2.4132
N  -3.5675  -2.5591  -3.4029
C  -3.8488  -3.0522  -4.7288
C  -2.7052  -1.3981  -3.2568
C  -1.2098  -1.7051  -3.1825
C  -0.7197  -2.4882  -4.2254
C  0.5945  -2.9161  -4.2645
C  1.4588  -2.5318  -3.2540
C  1.0133  -1.6897  -2.2529
C  -0.3235  -1.2590  -2.1677
H  -4.4140  -4.1845  -2.4317
H  -3.3520  -3.1895  -1.4264
H  -2.6557  -4.3110  -2.6058
H  -4.8538  -3.4856  -4.7440
H  -3.1538  -3.8406  -5.0610
H  -3.8142  -2.2349  -5.4494
H  -2.9939  -0.8654  -2.3590
H  -2.9009  -0.7434  -4.1084
H  -1.3890  -2.7654  -5.0287
H  0.9399  -3.5301  -5.0868
H  2.4879  -2.8683  -3.2566
H  1.7274  -1.3471  -1.5192

---

7.
Here is a cluster of 2 separate species, C2H7NO2 in total in a non-equilibrium geometry from the OMol25 dataset. Energies are from the ωB97M-V functional and the def2-TZVPD basis.

Results
Lowest unoccupied orbital energy in eV: 0.5
Spin multiplicity: 1
Energy above the lowest of the compared OMol25 structures with the same formula, charge and spin in kJ/mol: 50.6
HOMO in eV: -9.515
Net charge: 0
Frontier orbital gap in eV: 9.99
SMILES string: CC(N)=O.O

Positions of all 12 atoms, in Å:
C  1.4312  -0.0071  -0.8171
C  1.2904  0.2935  0.6851
N  0.0168  0.2161  1.1992
O  2.2105  0.7818  1.2909
H  0.8589  -0.8693  -1.1437
H  1.0786  0.8837  -1.3314
H  2.4980  -0.1573  -0.9412
H  -0.6486  -0.1262  0.5244
H  0.0168  0.2043  2.1973
O  -2.7042  -0.4894  -0.2365
H  -2.8160  -1.0067  -1.0371
H  -3.2323  0.2767  -0.3899